This record from OMol25 describes the ion C28H51F3NO7S with charge +1. The level of theory is ωB97M-V/def2-TZVPD.

## Properties
- Gap between HOMO and LUMO: 7.6 eV
- Charge: +1
- E_tot: -2376.39303 Eh
- Highest occupied orbital energy: -11.24 eV

Positions of all 91 atoms, in Å:
1 C 4.70071 -0.61183 0.34740
2 C 4.75663 0.88976 0.70256
3 O 3.61468 1.31198 1.44571
4 C 3.14226 2.56476 0.98420
5 C 1.94578 3.06905 1.83407
6 O 1.33904 2.02685 2.57981
7 C -0.04468 1.86600 2.41122
8 C -0.45735 0.39286 2.16200
9 C 0.46035 -0.23416 1.08238
10 C 0.12766 0.23693 -0.36069
11 C 1.34837 0.34458 -1.30299
12 C 1.18140 1.60938 -2.18254
13 C 0.24235 1.37218 -3.39688
14 C 1.10559 0.78377 -4.54295
15 C 0.27418 0.31798 -5.75859
16 C -0.48382 -0.98844 -5.41934
17 C 0.43251 -2.19914 -5.16007
18 O 1.20316 -2.45222 -6.32397
19 C 2.56993 -2.11779 -6.19778
20 C -1.96119 0.39049 1.88319
21 O -2.38440 1.11709 0.80892
22 C -3.80410 1.06861 0.63937
23 C -4.12243 1.96594 -0.56342
24 O -5.21491 1.47424 -1.28531
25 C -5.40947 2.31991 -2.41879
26 C -6.20136 1.59016 -3.53174
27 S -2.20963 -1.46767 1.83260
28 C -1.13764 -1.52918 3.25170
29 C -1.30859 -2.71143 4.15722
30 C -0.13264 -3.71271 4.10110
31 C -0.34964 -4.77592 3.01690
32 O -1.14309 -4.64525 2.17419
33 O 0.47549 -5.85111 3.11226
34 N -0.31915 -0.51928 3.31779
35 C 0.62076 -0.37820 4.43974
36 C -0.06504 -0.18918 5.81552
37 C 0.61191 -0.94912 6.95175
38 F 1.47629 -0.19084 7.58256
39 F 1.15103 -2.09894 6.59228
40 F -0.32609 -1.25223 7.85884
41 H 3.95250 -1.14045 0.94435
42 H 4.33317 -0.67928 -0.68296
43 H 5.67711 -1.09517 0.36875
44 H 5.68050 1.10336 1.25531
45 H 4.81215 1.44376 -0.24336
46 H 3.97373 3.28176 1.08578
47 H 2.90443 2.55948 -0.08931
48 H 2.34468 3.81689 2.52869
49 H 1.27040 3.60508 1.15713
50 H -0.49642 2.44161 1.59755
51 H -0.54315 2.17344 3.34904
52 H 0.42470 -1.32893 1.11032
53 H 1.51169 0.01593 1.26773
54 H -0.67391 -0.38560 -0.77309
55 H -0.28401 1.24770 -0.27022
56 H 1.44985 -0.51141 -1.97434
57 H 2.22721 0.51854 -0.68154
58 H 0.84710 2.47513 -1.59577
59 H 2.15529 1.90034 -2.60318
60 H -0.19927 2.31362 -3.73491
61 H -0.51564 0.63653 -3.10880
62 H 1.86774 1.52073 -4.82552
63 H 1.66339 -0.04477 -4.09170
64 H 0.93712 0.16616 -6.61311
65 H -0.45480 1.10449 -5.98055
66 H -1.17067 -0.81109 -4.58378
67 H -1.09336 -1.25488 -6.29067
68 H 1.03703 -2.09302 -4.24979
69 H -0.22810 -3.06100 -4.99551
70 H 2.93185 -1.83797 -7.19156
71 H 3.17708 -2.94768 -5.80706
72 H 2.75749 -1.25752 -5.54256
73 H -2.56780 0.71518 2.74641
74 H -4.35102 1.39268 1.53655
75 H -4.10895 0.03148 0.43621
76 H -4.26429 2.99553 -0.19516
77 H -3.19748 1.99346 -1.16314
78 H -5.89456 3.26232 -2.12925
79 H -4.44853 2.62077 -2.86222
80 H -5.61411 1.62337 -4.45082
81 H -6.30266 0.54264 -3.24188
82 H -7.15583 2.09230 -3.68321
83 H -1.54472 -2.44472 5.18845
84 H -2.18844 -3.24595 3.79168
85 H 0.81930 -3.22840 3.84081
86 H 0.02618 -4.15631 5.08556
87 H 1.38495 -5.51060 3.10781
88 H 1.29288 0.47093 4.30760
89 H 1.27603 -1.25132 4.41383
90 H -1.11312 -0.48531 5.81216
91 H -0.02958 0.86827 6.08304


This record from OMol25 describes a structure of composition C28H51F6MgO23. The level of theory is ωB97M-V/def2-TZVPD.

## Properties
- Gap between HOMO and LUMO: 3.5 eV
- Charge: +1
- E_tot: -3626.79072 Eh
- Highest occupied orbital energy: -10.98 eV

Positions of all 109 atoms, in Å:
1 Mg 0.23243 -4.66132 -3.20145
2 C 0.75935 0.74669 -0.52624
3 C 0.19240 -0.57076 0.04883
4 O 0.40991 -1.73943 -0.73715
5 H 0.50550 1.49435 0.22521
6 H 0.67814 1.00981 -1.58088
7 H 1.82794 0.85007 -0.33772
8 H -0.88523 -0.43314 0.13753
9 H 0.46697 -0.74627 1.08898
10 C -1.80060 -4.78314 5.01869
11 C -1.68777 -4.39822 6.48558
12 O -2.93541 -4.66211 6.99662
13 C -3.19569 -4.32670 8.24734
14 O -2.47519 -3.83589 9.12501
15 C -4.66800 -4.78712 8.63349
16 F -4.81589 -5.02998 9.92182
17 F -5.47660 -3.73303 8.34066
18 F -5.01669 -5.80358 7.90872
19 H -0.87343 -4.68852 4.45345
20 H -2.54920 -4.13862 4.55794
21 H -2.06656 -5.83633 4.92828
22 H -1.42985 -3.34000 6.52744
23 H -0.86259 -4.96536 6.91633
24 C -4.43841 4.60104 -0.45400
25 C -5.23532 3.74991 0.51307
26 O -6.09959 2.86047 -0.27123
27 C -7.29903 2.49815 0.26247
28 O -7.71583 2.78685 1.40139
29 C -8.24564 1.72843 -0.78579
30 F -9.54029 2.13450 -0.78386
31 F -7.78334 1.85765 -2.06524
32 F -8.21601 0.44956 -0.43594
33 H -3.82838 5.33054 0.07873
34 H -5.13013 5.18066 -1.06529
35 H -3.79178 4.02259 -1.11382
36 H -5.81167 4.42731 1.14319
37 H -4.55696 3.21190 1.17523
38 C 6.40056 6.82857 -5.44356
39 O 5.58629 5.64587 -5.58854
40 C 4.29586 5.86130 -5.98315
41 O 3.77536 6.88398 -6.44793
42 O 3.59660 4.75207 -5.58862
43 C 2.25583 4.46335 -5.96632
44 H 6.12159 7.45688 -4.59768
45 H 6.23037 7.49743 -6.28720
46 H 7.44818 6.65129 -5.20039
47 H 2.14299 4.28155 -7.03511
48 H 1.69386 5.38653 -5.82484
49 H 1.94914 3.51918 -5.51627
50 C 4.73989 -4.57091 0.16419
51 O 5.40481 -4.95731 -0.98702
52 C 4.80240 -5.48417 -2.06767
53 O 3.54985 -5.64182 -2.16033
54 O 5.78091 -5.73807 -2.97253
55 C 5.51107 -6.38408 -4.18115
56 H 3.87788 -5.21062 0.35339
57 H 4.32463 -3.58446 -0.04214
58 H 5.44491 -4.61783 0.99416
59 H 5.11771 -7.38202 -3.98756
60 H 6.48067 -6.50774 -4.66352
61 H 4.85957 -5.73834 -4.76994
62 C 4.02491 4.41926 2.54480
63 O 4.56509 4.70964 3.89429
64 C 4.51075 3.78581 4.88254
65 O 4.12536 2.67876 4.74451
66 O 4.87564 4.45721 5.90623
67 C 4.70452 3.96320 7.18098
68 H 2.96235 4.33305 2.77201
69 H 4.42887 3.45642 2.23198
70 H 4.24672 5.23735 1.85949
71 H 3.63982 3.87374 7.39664
72 H 5.14228 4.68312 7.87250
73 H 5.25166 3.02376 7.25973
74 C -4.70918 -4.54910 -6.27009
75 O -4.78865 -3.20890 -5.84519
76 C -3.93414 -2.62817 -5.03030
77 O -2.87803 -3.12923 -4.55419
78 O -4.44306 -1.41663 -4.78496
79 C -3.65130 -0.38718 -4.15936
80 H -3.69328 -4.94070 -6.21828
81 H -4.97893 -4.54311 -7.32617
82 H -5.24892 -5.23497 -5.61712
83 H -3.95544 0.64845 -4.31129
84 H -2.63906 -0.43407 -4.56094
85 H -3.69824 -0.58708 -3.08887
86 C -1.76110 1.12957 8.43193
87 O -1.98084 0.72147 7.07327
88 C -3.21971 0.70047 6.58756
89 O -4.24861 1.10401 7.15796
90 O -3.10370 0.26853 5.32200
91 C -4.32487 -0.07074 4.62520
92 H -2.45000 0.67300 9.14260
93 H -1.97756 2.19665 8.48280
94 H -0.70536 0.99557 8.66760
95 H -4.07828 -0.50960 3.65839
96 H -5.07955 0.70818 4.51639
97 H -4.87556 -0.80808 5.20931
98 C 5.15004 0.50162 -4.66478
99 O 4.17752 -0.53616 -4.45668
100 C 3.34977 -0.99569 -5.42048
101 O 2.60163 -1.95814 -5.25452
102 O 3.44403 -0.34745 -6.59807
103 C 2.82890 -0.88710 -7.78419
104 H 5.15891 1.02848 -5.61894
105 H 6.08505 -0.05749 -4.62927
106 H 5.14701 1.26142 -3.88324
107 H 2.89953 -0.20488 -8.63136
108 H 1.77392 -1.14669 -7.69628
109 H 3.29655 -1.84911 -7.99383


This record from OMol25 describes a structure of composition C28H51N5P3PdSi2. The level of theory is ωB97M-V/def2-TZVPD.

## Properties
- Gap between HOMO and LUMO: 4.4 eV
- Charge: -1
- E_tot: -3102.29614 Eh
- Highest occupied orbital energy: -2.49 eV

Positions of all 90 atoms, in Å:
1 Pd 0.33752 -0.41737 0.20284
2 C 0.93526 -1.00854 3.93909
3 P 0.13687 -1.30601 2.29198
4 C 0.07751 -3.14967 2.43536
5 C -1.63260 -0.98012 2.65632
6 C -2.08654 -0.45754 3.86534
7 C -3.44012 -0.23427 4.07803
8 C -4.35207 -0.52289 3.07740
9 C -3.90280 -1.00937 1.85709
10 C -2.55207 -1.24504 1.62790
11 P -1.92857 -1.82934 -0.01900
12 C -3.11829 -3.25657 -0.27456
13 C -2.79209 -0.60572 -1.08134
14 H 0.89829 0.04797 4.20764
15 H 1.98094 -1.30797 3.84454
16 H 0.46932 -1.60474 4.72696
17 H -0.46090 -3.44353 3.33937
18 H 1.09692 -3.53934 2.46394
19 H -0.42900 -3.56142 1.56318
20 H -1.38890 -0.19317 4.65038
21 H -3.77620 0.17411 5.02396
22 H -5.40885 -0.34045 3.23224
23 H -4.62921 -1.19048 1.07428
24 H -4.17103 -2.97918 -0.18111
25 H -2.89116 -4.05473 0.43465
26 H -2.94505 -3.63206 -1.28512
27 H -3.87755 -0.65862 -0.97811
28 H -2.50864 -0.79968 -2.11625
29 H -2.42540 0.38372 -0.81198
30 C 1.41140 -2.77364 -1.51243
31 Si 0.76558 -1.41916 -2.70503
32 C 2.24169 -1.18900 -3.91299
33 C -0.55829 -2.35083 -3.74537
34 N 0.30022 0.01646 -1.94736
35 C -0.41193 1.07811 -2.45678
36 C -0.66024 1.16021 -3.83882
37 C -1.42771 2.15758 -4.42631
38 C -2.00095 3.12427 -3.62616
39 C -1.76700 3.09034 -2.25595
40 C -0.97208 2.12332 -1.62263
41 N -0.80488 2.12259 -0.24453
42 Si -1.77207 3.01297 0.79750
43 C -1.57417 4.93213 0.76929
44 C -1.29973 2.66290 2.62386
45 C -3.65943 2.73738 0.82325
46 H 0.88652 -3.72017 -1.67379
47 H 1.26105 -2.47664 -0.47376
48 H 2.48137 -2.95201 -1.65666
49 H 2.28643 -2.00443 -4.63983
50 H 3.18656 -1.17746 -3.36255
51 H 2.16092 -0.25052 -4.46870
52 H -0.09326 -2.88502 -4.57734
53 H -1.29320 -1.66030 -4.16682
54 H -1.10102 -3.07754 -3.13566
55 H -0.23634 0.38311 -4.46678
56 H -1.58626 2.16154 -5.49952
57 H -2.63882 3.89280 -4.04946
58 H -2.23984 3.83693 -1.62568
59 H -0.52172 5.23352 0.80186
60 H -2.07413 5.39213 1.62711
61 H -1.99978 5.37633 -0.13370
62 H -0.40500 3.19448 2.96331
63 H -1.15794 1.59459 2.79348
64 H -2.11594 2.99763 3.26934
65 H -4.10322 2.84777 -0.16932
66 H -4.15121 3.44680 1.49424
67 H -3.88445 1.72555 1.17282
68 C 4.33197 2.65315 1.57593
69 N 2.85745 2.68458 1.29339
70 C 2.59788 3.37642 -0.04371
71 N 3.37758 2.78562 -1.07069
72 C 4.78146 2.78943 -0.73264
73 N 5.05901 2.06332 0.50287
74 C 4.74795 0.63030 0.33899
75 P 2.91151 0.16371 -0.08092
76 C 2.27641 1.30200 1.27386
77 C 2.87261 1.45923 -1.44366
78 H 4.48273 2.07619 2.49028
79 H 4.67515 3.68034 1.72864
80 H 2.35045 3.20949 2.00640
81 H 2.86028 4.43070 0.08523
82 H 1.52794 3.24208 -0.25098
83 H 5.12117 3.82375 -0.60883
84 H 5.34632 2.32560 -1.54142
85 H 5.03811 0.11569 1.26084
86 H 5.37962 0.24937 -0.46859
87 H 2.44106 0.84003 2.24992
88 H 1.18684 1.34089 1.05450
89 H 1.84448 1.55492 -1.77151
90 H 3.46170 1.08355 -2.28407